This record from the Open Molecules 2025 dataset describes 2 unconnected molecules or ions with the total composition C5H14O2. The level of theory is the ωB97M-V functional and the def2-TZVPD basis.

Last column: Mulliken charge in e.
Positions of all 21 atoms, in Å:
C (-1.523, -0.555, 0.190)  -1.638
C (-0.345, -0.287, 1.125)  0.743
C (-0.778, 0.913, 2.000)  -1.574
C (0.979, -0.056, 0.404)  -0.940
C (2.035, -1.124, 0.755)  -0.206
O (3.365, -0.555, 0.898)  -0.545
H (-1.248, -1.402, -0.481)  0.371
H (-2.449, -0.868, 0.661)  0.391
H (-1.659, 0.197, -0.580)  0.410
H (-0.261, -1.097, 1.871)  0.224
H (-1.549, 0.597, 2.715)  0.412
H (-1.266, 1.608, 1.305)  0.353
H (-0.079, 1.364, 2.713)  0.386
H (0.964, -0.106, -0.691)  0.347
H (1.264, 0.964, 0.630)  0.457
H (1.888, -1.575, 1.729)  0.286
H (2.138, -1.786, -0.107)  0.212
H (3.374, 0.341, 0.592)  0.311
O (-1.329, 1.341, -5.178)  -0.643
H (-1.280, 0.405, -5.350)  0.319
H (-2.240, 1.677, -5.200)  0.324

The HOMO-LUMO gap is 10.847 eV. As for the relative energy (zero: lowest compared OMol25 entry of this formula, charge and spin): 23.0 kcal/mol. The HOMO energy comes out at -0.37089 hartree.



This record from the Open Molecules 2025 dataset describes a molecular structure, C34H54N3O2P2Re. The level of theory is the ωB97M-V functional and the def2-TZVPD basis.

Last column: Mulliken charge in e.
Positions of all 96 atoms, in Å:
C (-2.648, -0.410, 1.389)  0.010
C (-2.241, -1.271, -0.819)  -0.269
C (-3.969, -0.834, 1.329)  -0.602
C (-3.604, -1.565, -0.929)  -0.891
C (-4.439, -1.420, 0.160)  -1.046
H (-4.581, -0.724, 2.219)  0.647
H (-3.891, -2.033, -1.874)  0.645
H (-5.466, -1.758, 0.086)  0.516
N (-1.802, -0.640, 0.342)  1.199
P (-0.649, 1.313, 2.118)  -0.105
P (0.382, -1.853, -1.254)  0.276
C (-2.150, 0.351, 2.616)  -1.825
H (-2.952, 0.999, 3.014)  0.855
H (-1.918, -0.339, 3.453)  0.657
C (-1.389, -1.976, -1.758)  -1.268
H (-1.634, -1.681, -2.782)  0.849
C (1.622, -1.555, -2.697)  2.317
C (0.233, -3.743, -0.967)  2.048
C (-1.452, 2.918, 1.461)  1.930
C (0.174, 1.691, 3.811)  2.210
C (2.471, -0.286, -2.503)  -1.529
H (3.131, -0.359, -1.630)  0.194
H (3.099, -0.180, -3.403)  0.678
H (1.856, 0.611, -2.409)  0.241
C (2.624, -2.701, -2.856)  -1.742
H (3.231, -2.850, -1.956)  0.300
H (2.162, -3.650, -3.138)  0.258
H (3.313, -2.429, -3.668)  0.557
C (0.842, -1.358, -3.998)  -1.718
H (1.585, -1.172, -4.789)  0.534
H (0.256, -2.231, -4.300)  0.273
H (0.184, -0.483, -3.932)  0.365
C (1.511, -4.298, -0.347)  -1.675
H (1.950, -3.618, 0.385)  0.175
H (1.288, -5.231, 0.178)  0.513
H (2.270, -4.535, -1.089)  0.426
C (-0.931, -4.011, -0.005)  -1.797
H (-0.777, -3.559, 0.973)  0.177
H (-1.888, -3.650, -0.388)  0.397
H (-1.041, -5.091, 0.148)  0.696
C (-0.069, -4.391, -2.333)  -1.541
H (-0.251, -3.680, -3.144)  0.222
H (0.744, -5.049, -2.656)  0.461
H (-0.975, -5.004, -2.280)  0.336
C (1.285, 2.729, 3.599)  -1.896
H (1.938, 2.731, 4.484)  0.525
H (1.911, 2.482, 2.730)  0.317
H (0.902, 3.749, 3.482)  0.337
C (0.828, 0.407, 4.346)  -1.829
H (0.106, -0.406, 4.492)  0.275
H (1.637, 0.053, 3.692)  0.151
H (1.275, 0.642, 5.325)  0.714
C (-0.812, 2.179, 4.886)  -1.486
H (-0.352, 2.000, 5.869)  0.522
H (-1.011, 3.254, 4.834)  0.397
H (-1.765, 1.639, 4.880)  0.240
C (-2.465, 2.652, 0.341)  -1.884
H (-2.977, 3.598, 0.128)  0.723
H (-2.006, 2.348, -0.592)  0.088
H (-3.227, 1.918, 0.598)  0.350
C (-0.353, 3.832, 0.906)  -1.596
H (0.244, 3.339, 0.133)  0.089
H (-0.841, 4.705, 0.452)  0.535
H (0.320, 4.204, 1.682)  0.270
C (-2.245, 3.691, 2.515)  -1.514
H (-2.996, 3.078, 3.023)  0.264
H (-1.623, 4.206, 3.251)  0.314
H (-2.795, 4.479, 1.979)  0.541
Re (0.357, -0.227, 0.579)  1.693
C (0.435, -1.651, 1.838)  0.142
O (0.435, -2.558, 2.607)  -0.483
N (0.080, 1.404, -1.005)  -0.088
C (-0.507, 1.381, -2.035)  0.201
C (-1.256, 1.496, -3.226)  0.507
C (-0.801, 2.692, -3.820)  -0.909
C (-2.406, 0.814, -3.801)  0.428
C (-1.458, 3.282, -4.881)  -0.838
H (0.046, 3.156, -3.285)  0.409
C (-3.048, 1.422, -4.904)  -1.102
H (-2.877, -0.105, -3.412)  0.347
C (-2.574, 2.634, -5.430)  -0.402
H (-1.018, 4.232, -5.197)  0.424
H (-3.945, 0.987, -5.388)  0.434
H (-3.032, 3.156, -6.266)  0.461
C (3.945, -1.383, 2.208)  -0.546
N (4.217, -0.050, 1.666)  0.153
C (5.576, 0.443, 1.835)  -0.883
C (3.335, 0.680, 0.996)  -0.469
O (2.155, 0.265, 0.757)  -0.391
H (4.910, -1.766, 2.547)  0.453
H (3.543, -2.066, 1.449)  0.108
H (3.267, -1.349, 3.071)  0.238
H (6.107, 0.482, 0.877)  0.357
H (5.577, 1.443, 2.279)  0.381
H (6.091, -0.251, 2.499)  0.363
H (3.656, 1.665, 0.634)  0.608

The charge is +3. The HOMO-LUMO gap (spin up / spin down) is 8.650 / 6.554 eV. As for the relative energy (zero: lowest compared OMol25 entry of this formula, charge and spin): 16.1 kcal/mol. The HOMO energy (spin up / spin down) comes out at -0.61321 / -0.62985 hartree. Its spin multiplicity is 4.



This record from the Open Molecules 2025 dataset describes 2 unconnected molecules or ions with the total composition C3H3ClF2. The level of theory is the ωB97M-V functional and the def2-TZVPD basis.

Last column: Mulliken charge in e.
Positions of all 9 atoms, in Å:
C (0.504, 0.169, 0.144)  -0.399
C (-0.570, -0.029, -0.487)  -0.239
C (-1.117, -2.078, -2.224)  0.369
F (-0.887, -3.325, -1.724)  -0.176
F (-2.466, -1.770, -1.781)  -0.227
Cl (-0.919, -1.742, -3.833)  -0.067
H (0.601, 1.093, 0.683)  0.232
H (1.393, -0.443, 0.333)  0.243
H (-1.572, 0.502, -0.634)  0.263

The HOMO-LUMO gap (spin up / spin down) is 9.378 / 8.340 eV. As for the relative energy (zero: lowest compared OMol25 entry of this formula, charge and spin): 113.6 kcal/mol. The HOMO energy (spin up / spin down) comes out at -0.34432 / -0.32625 hartree.



This record from the Open Molecules 2025 dataset describes a gas-phase ion, C5H6NO5 (charge -1). The level of theory is the ωB97M-V functional and the def2-TZVPD basis.

Last column: Mulliken charge in e.
Positions of all 17 atoms, in Å:
N (-1.231, 1.248, 0.543)  -0.682
C (-0.016, 0.477, 0.304)  0.331
C (1.194, 1.182, 0.550)  0.650
O (2.275, 0.674, 0.843)  -0.641
O (1.103, 2.466, 0.368)  -0.481
C (-0.141, -1.019, 0.680)  0.011
O (-1.346, -1.337, 1.388)  -0.543
C (-0.309, -0.624, -0.748)  -0.753
C (0.955, -1.108, -1.915)  0.404
O (1.341, -2.222, -1.692)  -0.666
O (1.288, -0.291, -2.715)  -0.662
H (-1.409, 1.426, 1.538)  0.207
H (-2.021, 0.691, 0.117)  0.288
H (0.451, 2.689, -0.340)  0.360
H (0.810, -1.507, 0.976)  0.333
H (-1.647, -2.172, 1.166)  0.311
H (-1.297, -0.572, -1.062)  0.535

The charge is -1. The HOMO-LUMO gap is 7.708 eV. As for the relative energy (zero: lowest compared OMol25 entry of this formula, charge and spin): 37.2 kcal/mol. The HOMO energy comes out at -0.16046 hartree.



This record from the Open Molecules 2025 dataset describes a gas-phase ion, C18H32BF5N2O4PS (charge +1). The level of theory is the ωB97M-V functional and the def2-TZVPD basis.

Last column: Mulliken charge in e.
Positions of all 64 atoms, in Å:
C (5.340, -1.474, 2.882)  -0.802
C (5.090, -2.126, 1.363)  -0.061
C (3.725, -3.029, 1.269)  -0.751
C (2.465, -2.248, 0.497)  -0.447
C (1.962, -0.965, 1.398)  -0.568
C (0.974, 0.085, 0.622)  -0.116
B (0.921, 1.351, 1.722)  0.473
C (1.325, 1.163, 3.338)  -0.736
O (0.467, 2.728, 1.362)  -0.524
C (1.229, 0.447, -0.965)  -0.790
P (2.736, 1.484, -1.492)  1.067
N (2.591, 3.082, -1.312)  -0.753
O (3.009, 1.135, -3.203)  -0.564
O (4.123, 0.831, -0.633)  -0.478
C (-0.264, 0.758, -1.643)  0.682
C (-0.554, 2.182, -2.361)  -0.957
C (-1.390, 3.259, -1.213)  0.386
C (-1.888, 4.773, -1.905)  -0.734
O (-0.635, 4.581, -0.857)  -0.382
C (-1.306, 0.091, -0.571)  -0.372
C (-2.925, -0.135, -0.790)  -0.593
C (-3.136, -1.665, -1.347)  -0.357
C (-4.708, -2.042, -1.708)  -0.922
C (-5.707, -2.025, -0.398)  0.704
F (-4.836, -2.289, 0.793)  -0.237
F (-6.673, -3.186, -0.435)  -0.292
C (-6.518, -0.592, -0.200)  0.618
F (-6.299, -0.024, 1.178)  -0.230
F (-7.995, -0.814, -0.426)  -0.232
F (-6.118, 0.456, -1.176)  -0.225
N (-0.534, -0.237, 0.543)  0.282
S (-1.394, -1.010, 1.898)  -0.095
H (5.181, -0.291, 2.874)  0.169
H (4.530, -1.879, 3.653)  0.208
H (6.429, -1.678, 3.284)  0.289
H (5.136, -1.217, 0.627)  -0.109
H (6.061, -2.785, 1.162)  0.407
H (3.995, -3.982, 0.620)  0.315
H (3.428, -3.382, 2.346)  0.339
H (1.634, -3.054, 0.302)  0.263
H (2.936, -1.884, -0.536)  0.081
H (1.474, -1.444, 2.377)  0.302
H (2.954, -0.356, 1.662)  0.072
H (2.472, 0.997, 3.508)  0.262
H (0.770, 0.189, 3.747)  0.248
H (0.917, 2.054, 4.008)  0.274
H (-0.389, 2.843, 1.895)  0.302
H (1.466, -0.595, -1.501)  0.564
H (1.647, 3.251, -0.902)  0.238
H (2.338, 0.434, -3.518)  0.359
H (4.503, 0.144, -1.287)  0.333
H (-0.331, -0.006, -2.559)  0.380
H (-1.292, 2.138, -3.293)  0.383
H (0.381, 2.788, -2.720)  0.413
H (-2.151, 2.731, -0.368)  0.141
H (-1.134, 5.258, -2.690)  0.284
H (-2.300, 5.622, -1.215)  0.353
H (-3.542, 0.082, 0.208)  0.382
H (-3.391, 0.615, -1.594)  0.347
H (-2.688, -2.497, -0.620)  0.172
H (-2.546, -1.756, -2.380)  0.331
H (-5.134, -1.413, -2.625)  0.368
H (-4.680, -3.171, -2.084)  0.349
H (-1.752, -2.300, 1.388)  0.186

The charge is +1. The HOMO-LUMO gap is 6.955 eV. The HOMO energy comes out at -0.43463 hartree.



This record from the Open Molecules 2025 dataset describes a molecular structure, C23H24N2Ti. The level of theory is the ωB97M-V functional and the def2-TZVPD basis.

Last column: Mulliken charge in e.
Positions of all 50 atoms, in Å:
C (2.904, -2.406, -0.298)  -0.926
C (2.464, -3.053, -1.614)  -1.053
H (2.875, -1.306, -0.427)  0.349
H (3.972, -2.526, -0.114)  0.553
H (2.444, -2.739, 0.625)  0.271
H (2.210, -2.319, -2.376)  0.363
H (3.319, -3.601, -2.006)  0.432
H (1.685, -3.808, -1.512)  0.353
C (1.639, 1.895, -0.748)  -0.070
C (1.233, 3.226, -0.794)  -0.911
C (0.020, 3.543, -1.390)  -0.557
C (-0.771, 2.509, -1.885)  -0.708
H (2.562, 1.642, -0.232)  0.420
H (1.862, 3.983, -0.342)  0.417
H (-0.354, 4.569, -1.420)  0.384
H (-1.800, 2.702, -2.198)  0.153
N (0.857, 0.899, -1.249)  0.043
C (-0.350, 1.182, -1.831)  0.899
C (-1.314, 0.109, -2.152)  0.279
N (-1.066, -1.145, -1.680)  0.408
C (-2.011, -2.123, -1.849)  -0.339
C (-3.523, -0.601, -2.899)  -0.509
C (-3.246, -1.874, -2.410)  -0.954
H (-1.769, -3.116, -1.536)  0.431
H (-3.929, -2.699, -2.488)  0.414
C (-2.551, 0.383, -2.787)  -0.606
H (-2.752, 1.392, -3.176)  0.314
H (-4.467, -0.421, -3.394)  0.410
Ti (0.760, -1.263, -0.498)  -0.270
C (-0.145, -3.148, 0.094)  -1.860
H (0.065, -3.733, -0.830)  0.440
H (-1.193, -3.338, 0.296)  0.578
H (0.472, -3.609, 0.880)  0.309
C (-1.537, 2.831, 3.449)  -0.496
C (-2.217, 2.320, 2.323)  -0.738
C (-1.691, 1.228, 1.632)  -0.273
C (-0.494, 0.610, 2.039)  0.338
C (0.219, -0.323, 1.177)  0.904
C (1.622, -0.305, 1.337)  0.387
C (2.215, -0.140, 2.630)  -1.047
C (1.533, 0.677, 3.502)  -0.760
C (0.226, 1.167, 3.160)  0.972
C (-0.312, 2.295, 3.819)  -0.850
H (-1.978, 3.643, 4.028)  0.388
H (-3.150, 2.774, 2.004)  0.402
H (-2.192, 0.867, 0.728)  0.445
H (2.234, -0.037, 0.490)  -0.208
H (3.198, -0.585, 2.840)  0.408
H (1.976, 1.035, 4.446)  0.330
H (0.251, 2.739, 4.634)  0.340

The HOMO-LUMO gap (spin up / spin down) is 5.180 / 7.745 eV. As for the relative energy (zero: lowest compared OMol25 entry of this formula, charge and spin): 0.3 kcal/mol. The HOMO energy (spin up / spin down) comes out at -0.17691 / -0.28309 hartree. Its spin multiplicity is 3.



Record-wise E values, in hartree: -349.3391; -2402.7260; -775.8381; -625.1045; -2378.5369; -1849.6376
Record-wise strongest force on any atom values, in eV/Å: 2.5; 6.2; 5.1; 4.6; 6.2; 2.8